[1]
7
Properties=species:S:1:pos:R:3 method="wB97M-V/def2-TZVPD" total_energy_ha=-207.91037 relative_energy_kcal_mol=54.78 orbital_gap_ha=0.4012 homo_energy_ev=-11.2
O -0.2411 0.8563 -0.7457
C 0.8651 0.6288 -0.3179
C -1.0462 -1.0736 1.4238
N -1.2971 -1.1105 0.2689
H -1.0151 -0.3776 -0.4049
H 1.5325 1.4759 -0.1551
H 1.2019 -0.3993 -0.0691

[2]
7
Properties=species:S:1:pos:R:3 method="wB97M-V/def2-TZVPD" total_energy_ha=-207.95756 relative_energy_kcal_mol=25.17 orbital_gap_ha=0.4423 homo_energy_ev=-11.4 smiles=N#CCO
N -0.0537 -1.6140 -1.3003
C -0.3638 -0.5526 -0.9390
C -0.3034 0.5018 0.1418
O 1.0277 0.4617 0.5898
H -0.5198 1.5766 0.0117
H -1.0178 0.1052 0.8776
H 1.2308 -0.4787 0.6184

[3]
8
Properties=species:S:1:pos:R:3 method="wB97M-V/def2-TZVPD" total_energy_ha=-283.09355 relative_energy_kcal_mol=103.20 orbital_gap_ha=0.3780 homo_energy_ev=-10.6 smiles="C=NOC=O"
C 1.1970 -0.4151 -1.1412
N -0.0236 0.3329 -0.8495
O -0.4025 -0.3236 0.4197
C -1.0997 0.4718 1.1592
O -1.1912 1.6525 1.2318
H 1.4425 -0.1499 -2.1936
H 1.8383 -1.3248 -0.4348
H -1.7609 -0.2439 1.8083

[4]
8
Properties=species:S:1:pos:R:3 method="wB97M-V/def2-TZVPD" total_energy_ha=-283.09144 relative_energy_kcal_mol=104.52 orbital_gap_ha="0.2751 / 0.3594" homo_energy_ev="-9.1 / -11.0"
C 1.3955 -0.1798 0.0390
C 0.1984 0.4561 0.4247
N 2.3232 -0.8713 -0.0535
O -1.2732 -1.2861 -0.2356
O -0.3470 1.3541 -0.3448
H -0.0574 0.1095 1.4527
H -1.0084 -1.1576 -1.1230
H -1.2312 1.5751 -0.1596

[5]
8
Properties=species:S:1:pos:R:3 method="wB97M-V/def2-TZVPD" total_energy_ha=-283.11009 relative_energy_kcal_mol=92.82 orbital_gap_ha=0.3683 homo_energy_ev=-9.7 smiles="O=C[C@H]1NO1"
O 0.8308 0.1481 -2.3448
C 1.0037 0.0482 -1.1549
C -0.2087 0.1257 -0.2643
N -0.0203 -0.1732 1.1025
O -0.2395 1.1306 0.7400
H 1.9518 -0.1498 -0.5643
H -1.2214 -0.0408 -0.6970
H -0.7871 -0.6194 1.7919

[6]
8
Properties=species:S:1:pos:R:3 method="wB97M-V/def2-TZVPD" total_energy_ha=-283.22002 relative_energy_kcal_mol=23.83 orbital_gap_ha=0.4014 homo_energy_ev=-10.4 smiles="O=CNC=O"
O 1.0708 -1.6055 0.7293
C 0.6726 -0.6261 0.0737
N 0.2483 0.6530 0.5478
C -0.7151 1.1434 -0.3249
O -1.3104 0.3461 -1.0481
H 0.8967 -0.5676 -1.0367
H 0.5920 0.8074 1.5448
H -1.0550 2.1611 -0.2844

[7]
8
Properties=species:S:1:pos:R:3 method="wB97M-V/def2-TZVPD" total_energy_ha=-283.10698 relative_energy_kcal_mol=94.77 orbital_gap_ha=0.3675 homo_energy_ev=-9.1 smiles="C1=NOCO1"
C 1.0979 -0.0801 -0.0353
N 0.5244 0.9998 0.0417
O -0.7745 0.9667 -0.0940
C -0.9813 -0.5718 0.0756
O 0.3289 -1.1096 -0.1012
H 2.2593 -0.1792 0.3628
H -1.7500 -1.1128 -0.6048
H -1.3147 -0.6520 1.2699

[8]
8
Properties=species:S:1:pos:R:3 method="wB97M-V/def2-TZVPD" total_energy_ha=-283.02329 relative_energy_kcal_mol=147.29 orbital_gap_ha="0.3041 / 0.3023" homo_energy_ev="-7.9 / -7.8" smiles=N1O[C@H]2O[C@@H]12
N 0.0209 0.0926 1.1687
O 1.0080 0.7551 0.3967
C 0.7685 0.1566 -0.8575
O 0.4039 -1.1848 -0.6516
C -0.6310 -0.6229 0.1097
H -0.5310 0.8111 1.6258
H 0.6358 0.7553 -1.7285
H -1.6752 -0.7630 -0.0632